[1]
{"formula": "C3H3Cl3O", "method": "ωB97M-V/def2-TZVPD", "elements": ["C", "C", "C", "O", "Cl", "Cl", "Cl", "H", "H", "H"], "positions_angstrom": [[0.660, -0.954, 0.434], [1.517, -0.022, -0.191], [-1.673, 0.367, -0.058], [0.546, -2.035, 0.808], [-3.051, -0.673, -0.413], [-1.734, 1.074, 1.554], [-1.380, 1.568, -1.242], [1.111, -0.030, -1.150], [2.584, -0.289, -0.082], [1.421, 0.994, 0.340]], "mulliken_charge": [0.53, -0.78, 0.10, -0.30, -0.16, -0.15, -0.14, 0.29, 0.34, 0.28], "energy_ev": -42770.9206, "homo_lumo_gap_ha": [0.2995, 0.2482], "total_charge": 0, "fmax_ha_per_bohr": 0.078, "homo_ev": [-8.2, -7.5], "spin_multiplicity": 1}

=====

[2]
{"formula": "C48H142N10O18", "method": "ωB97M-V/def2-TZVPD", "elements": ["C", "O", "H", "H", "H", "H", "C", "O", "H", "H", "H", "H", "C", "O", "H", "H", "H", "H", "C", "O", "H", "H", "H", "H", "C", "O", "H", "H", "H", "H", "C", "O", "H", "H", "H", "H", "C", "O", "H", "H", "H", "H", "C", "O", "H", "H", "H", "H", "C", "C", "C", "O", "C", "N", "H", "H", "H", "H", "H", "H", "H", "H", "H", "H", "H", "C", "C", "C", "O", "C", "N", "H", "H", "H", "H", "H", "H", "H", "H", "H", "H", "H", "C", "C", "C", "O", "C", "N", "H", "H", "H", "H", "H", "H", "H", "H", "H", "H", "H", "C", "C", "C", "O", "C", "N", "H", "H", "H", "H", "H", "H", "H", "H", "H", "H", "H", "C", "C", "C", "O", "C", "N", "H", "H", "H", "H", "H", "H", "H", "H", "H", "H", "H", "C", "C", "C", "O", "C", "N", "H", "H", "H", "H", "H", "H", "H", "H", "H", "H", "H", "C", "C", "C", "O", "C", "N", "H", "H", "H", "H", "H", "H", "H", "H", "H", "H", "H", "C", "C", "C", "O", "C", "N", "H", "H", "H", "H", "H", "H", "H", "H", "H", "H", "H", "C", "C", "C", "O", "C", "N", "H", "H", "H", "H", "H", "H", "H", "H", "H", "H", "H", "C", "C", "C", "O", "C", "N", "H", "H", "H", "H", "H", "H", "H", "H", "H", "H", "H"], "positions_angstrom": [[3.077, -1.495, -1.246], [3.551, -2.832, -1.317], [3.854, -0.790, -1.646], [2.138, -1.400, -1.825], [2.867, -1.156, -0.221], [3.002, -3.320, -0.687], [-3.812, 1.807, -6.174], [-3.550, 0.729, -5.293], [-3.844, 1.376, -7.183], [-4.833, 2.189, -6.048], [-3.059, 2.581, -6.174], [-3.241, 1.096, -4.468], [-1.154, 5.920, 2.021], [-0.327, 4.755, 1.804], [-2.195, 5.630, 2.143], [-1.047, 6.526, 2.900], [-1.193, 6.521, 1.098], [0.506, 4.983, 2.222], [-0.827, 5.457, -1.531], [-0.607, 4.618, -2.608], [-0.657, 4.934, -0.603], [-0.165, 6.351, -1.458], [-1.845, 5.810, -1.668], [0.331, 4.424, -2.809], [1.957, -1.378, 4.526], [2.260, -0.595, 3.388], [1.397, -0.782, 5.234], [1.360, -2.211, 4.198], [2.866, -1.743, 4.976], [3.191, -0.201, 3.452], [1.704, -4.635, -4.123], [1.593, -3.522, -3.295], [2.633, -4.621, -4.688], [1.642, -5.496, -3.483], [0.923, -4.533, -4.889], [2.324, -3.518, -2.663], [3.116, 3.631, -3.656], [1.915, 4.359, -3.944], [3.989, 4.132, -4.145], [3.261, 3.526, -2.555], [2.982, 2.620, -4.108], [1.549, 4.038, -4.797], [0.223, 1.836, -5.347], [0.758, 3.056, -5.935], [1.077, 1.185, -5.507], [0.122, 1.870, -4.281], [-0.673, 1.449, -5.896], [0.167, 3.731, -6.268], [-3.858, 3.675, -2.085], [-3.011, 2.508, -1.564], [-3.908, 1.325, -1.111], [-4.627, 1.541, 0.126], [-3.964, 1.057, 1.231], [-2.307, 1.991, -2.710], [-4.491, 4.077, -1.261], [-4.513, 3.312, -2.879], [-3.245, 4.486, -2.462], [-2.285, 2.857, -0.850], [-3.325, 0.401, -0.965], [-4.646, 1.153, -1.909], [-4.589, 1.440, 2.031], [-2.944, 1.529, 1.400], [-3.799, -0.055, 1.273], [-1.648, 1.300, -2.393], [-1.717, 2.718, -3.115], [-1.599, -2.484, -5.449], [-0.595, -2.376, -6.559], [-1.334, -1.723, -7.787], [-0.484, -1.764, -8.881], [-1.083, -1.275, -10.077], [0.500, -1.545, -6.239], [-2.415, -3.209, -5.725], [-2.097, -1.556, -5.192], [-1.147, -2.804, -4.494], [-0.314, -3.363, -6.936], [-1.590, -0.702, -7.473], [-2.275, -2.271, -7.950], [-1.897, -1.953, -10.278], [-0.401, -1.197, -10.919], [-1.605, -0.334, -9.882], [1.080, -1.927, -5.493], [1.100, -1.458, -7.040], [2.862, 7.731, 1.479], [3.869, 6.795, 0.855], [4.170, 5.740, 1.911], [2.955, 5.019, 2.117], [3.154, 3.979, 3.073], [3.415, 6.173, -0.407], [2.936, 8.012, 2.535], [1.837, 7.299, 1.349], [2.820, 8.613, 0.857], [4.848, 7.318, 0.770], [4.539, 6.207, 2.844], [4.834, 5.000, 1.498], [2.247, 3.426, 3.219], [3.546, 4.344, 4.055], [3.844, 3.187, 2.709], [2.555, 5.711, -0.126], [4.054, 5.472, -0.741], [4.426, -4.570, 3.834], [3.836, -5.041, 2.508], [2.868, -3.933, 2.013], [2.269, -4.399, 0.816], [0.851, -4.343, 0.864], [4.880, -5.141, 1.549], [3.625, -4.279, 4.513], [5.079, -3.732, 3.646], [4.967, -5.398, 4.230], [3.352, -6.033, 2.588], [3.393, -2.980, 1.810], [2.071, -3.699, 2.745], [0.412, -5.022, 1.585], [0.475, -4.671, -0.145], [0.542, -3.350, 1.088], [5.188, -4.236, 1.342], [4.467, -5.556, 0.691], [-4.034, -3.854, 4.176], [-3.329, -3.117, 5.387], [-2.638, -1.849, 4.840], [-1.621, -2.141, 3.921], [-1.151, -1.036, 3.212], [-4.226, -2.831, 6.487], [-4.381, -4.849, 4.462], [-3.346, -3.939, 3.306], [-4.885, -3.276, 3.928], [-2.543, -3.748, 5.795], [-2.158, -1.342, 5.691], [-3.426, -1.179, 4.358], [-1.907, -0.619, 2.527], [-0.278, -1.364, 2.607], [-0.846, -0.219, 3.907], [-5.028, -2.262, 6.218], [-3.690, -2.261, 7.131], [1.481, 1.465, -0.445], [0.025, 1.328, 0.067], [-0.523, -0.014, -0.296], [-0.397, -0.230, -1.658], [-0.488, -1.598, -1.994], [-0.149, 1.546, 1.481], [1.845, 2.490, -0.246], [1.563, 1.148, -1.469], [2.041, 0.775, 0.136], [-0.475, 2.192, -0.388], [-1.537, -0.076, 0.116], [0.002, -0.836, 0.268], [-1.532, -1.904, -1.976], [0.113, -2.181, -1.299], [-0.139, -1.559, -2.979], [-0.171, 2.508, 1.698], [0.620, 1.166, 2.034], [-7.132, -3.298, -0.258], [-7.382, -1.897, -0.886], [-6.191, -1.350, -1.695], [-5.919, -2.290, -2.793], [-5.036, -1.766, -3.767], [-8.557, -2.027, -1.717], [-7.216, -3.957, -1.102], [-7.998, -3.450, 0.413], [-6.152, -3.427, 0.141], [-7.560, -1.256, -0.048], [-5.242, -1.211, -1.125], [-6.371, -0.367, -2.119], [-5.439, -0.774, -4.046], [-4.948, -2.488, -4.586], [-4.022, -1.679, -3.420], [-8.715, -1.117, -2.140], [-8.378, -2.589, -2.573], [3.224, 2.009, 5.687], [2.306, 3.030, 6.321], [1.060, 2.283, 6.820], [0.372, 1.562, 5.794], [-0.332, 2.402, 4.907], [2.981, 3.617, 7.507], [3.306, 1.149, 6.357], [4.207, 2.472, 5.580], [2.879, 1.685, 4.755], [1.983, 3.768, 5.579], [0.378, 3.038, 7.269], [1.276, 1.592, 7.635], [0.343, 3.112, 4.360], [-1.105, 2.936, 5.452], [-0.785, 1.758, 4.148], [2.522, 4.419, 7.900], [3.905, 3.955, 7.160], [-1.810, -5.082, -2.332], [-2.844, -5.416, -1.242], [-3.745, -4.150, -1.081], [-2.929, -3.046, -0.708], [-2.624, -3.166, 0.721], [-3.537, -6.612, -1.550], [-2.293, -4.736, -3.261], [-1.221, -5.990, -2.412], [-1.168, -4.292, -1.925], [-2.327, -5.530, -0.271], [-4.513, -4.490, -0.350], [-4.199, -3.884, -2.051], [-2.124, -4.096, 0.929], [-3.463, -2.952, 1.355], [-1.936, -2.353, 0.914], [-4.233, -6.915, -0.888], [-3.901, -6.656, -2.488], [5.275, 0.829, 1.502], [5.890, -0.192, 2.398], [7.322, 0.102, 2.663], [7.379, 1.256, 3.457], [8.689, 1.510, 3.909], [5.106, -0.275, 3.601], [4.208, 0.654, 1.316], [5.860, 0.884, 0.582], [5.427, 1.798, 1.982], [5.832, -1.132, 1.903], [7.788, 0.306, 1.675], [7.789, -0.737, 3.175], [8.622, 2.077, 4.829], [9.309, 2.061, 3.178], [9.209, 0.528, 4.116], [5.458, -1.011, 4.234], [5.180, 0.600, 4.127]], "mulliken_charge": [0.89, -0.69, 0.43, -0.47, -0.43, 0.33, -0.91, -0.35, 0.30, 0.32, 0.29, 0.23, -0.98, -0.20, 0.32, 0.38, 0.24, 0.02, -0.73, -0.28, 0.11, 0.46, 0.32, 0.22, -0.72, 0.97, -0.07, 0.14, 0.42, -0.49, -0.85, -0.14, 0.28, 0.33, 0.12, 0.31, -0.32, -0.60, 0.25, 0.01, 0.21, 0.44, 0.06, -0.69, 0.35, -0.24, 0.06, 0.30, -2.02, 1.83, 0.10, -0.52, 0.18, 0.87, 0.34, 0.29, 0.48, -0.45, -0.46, 0.05, 0.41, -0.13, -0.17, -0.60, 0.18, 0.40, 0.12, -0.86, -0.35, -0.78, -0.25, 0.53, -0.30, -0.58, 0.11, 0.18, 0.50, 0.34, 0.25, 0.28, 0.05, 0.32, -1.00, 0.05, -0.80, 0.21, 0.03, -0.52, 0.37, -0.01, 0.36, 0.40, 0.34, 0.33, -0.32, 0.33, -0.22, 0.13, 0.29, -1.30, -0.17, 0.66, -0.56, -0.58, -0.71, 0.38, 0.11, 0.42, 0.40, -0.37, 0.21, 0.58, 0.11, 0.15, 0.31, 0.35, -1.02, 0.28, -0.54, -0.16, 0.73, -0.70, 0.38, -0.03, 0.38, 0.29, 0.20, 0.18, -0.01, -0.98, 0.40, 0.28, 0.30, -0.96, 0.89, 2.26, -0.05, -0.33, 1.85, 0.19, 0.29, -0.46, -1.33, -0.98, -0.47, -0.35, 0.02, 0.46, -0.08, -1.00, -1.08, -0.14, 0.39, -0.51, -0.38, -0.79, 0.32, 0.39, 0.04, 0.53, -0.38, 0.41, 0.40, 0.37, -0.14, 0.33, 0.32, -0.88, 1.07, -1.39, -0.09, 0.42, -0.78, 0.33, 0.64, -0.27, 0.06, 0.39, 0.32, -0.09, 0.44, -0.64, 0.28, 0.25, -0.52, 0.15, -0.57, 0.81, -0.60, -0.63, 0.41, 0.46, -0.71, 0.33, 0.17, -0.03, 0.39, 0.27, -0.64, 0.26, 0.24, -1.06, 0.68, -1.25, -0.28, -0.76, -0.39, -0.31, 0.54, 0.26, 0.36, 0.34, 0.57, 0.24, 0.27, 0.30, 0.30, 0.02], "energy_ev": -103825.8365, "homo_lumo_gap_ha": 0.3234, "total_charge": 0, "fmax_ha_per_bohr": 0.058, "homo_ev": -8.5, "spin_multiplicity": 1}

=====

[3]
{"formula": "C20H31N3O4S", "method": "ωB97M-V/def2-TZVPD", "elements": ["C", "C", "C", "C", "H", "H", "C", "C", "O", "N", "C", "C", "C", "C", "C", "C", "N", "C", "H", "H", "C", "H", "H", "C", "H", "H", "C", "H", "H", "H", "H", "S", "O", "O", "N", "C", "H", "C", "H", "O", "C", "H", "C", "H", "H", "H", "H", "H", "H", "H", "H", "H", "H", "H", "H", "H", "H", "H", "H"], "positions_angstrom": [[-3.569, -2.755, 3.644], [-3.319, -2.761, 2.147], [-3.378, -1.430, 1.493], [-3.021, -1.509, -0.111], [-3.784, -1.946, -0.749], [-2.910, -0.572, -0.528], [-1.473, -2.321, -0.450], [-1.372, -1.841, -1.989], [-1.910, -2.283, -2.981], [-0.233, -0.927, -2.022], [0.462, -0.572, -1.012], [-0.070, 0.182, -0.100], [0.896, 1.053, 0.827], [2.137, 0.862, 0.878], [2.718, 0.287, -0.359], [2.118, -0.561, -1.135], [2.752, -1.079, -2.181], [2.165, -2.430, -2.750], [1.284, -2.891, -2.022], [1.513, -2.269, -3.584], [3.269, -3.217, -3.270], [3.141, -4.078, -3.928], [3.594, -3.896, -2.255], [4.383, -2.261, -3.390], [3.823, -1.691, -4.610], [5.289, -2.423, -3.459], [4.189, -1.010, -2.437], [4.429, -1.478, -1.436], [4.467, -0.184, -2.618], [3.901, 0.276, -0.275], [2.678, 1.378, 1.549], [-0.006, 1.769, 2.193], [-1.258, 1.094, 2.620], [1.067, 1.941, 3.320], [-0.243, 3.284, 1.726], [0.692, 4.011, 1.607], [1.417, 4.080, 2.227], [0.492, 5.442, 1.545], [1.169, 6.157, 1.057], [-0.615, 5.458, 0.360], [-1.597, 4.882, 0.735], [-2.293, 4.742, -0.119], [-1.227, 3.305, 0.677], [-2.010, 2.778, 0.975], [-0.962, 2.925, -0.339], [-2.203, 5.319, 1.583], [0.024, 5.999, 2.336], [1.450, 3.950, 0.632], [-1.179, 0.344, 0.077], [-0.001, -0.935, -3.003], [-1.904, -3.334, -0.495], [-0.979, -1.991, 0.213], [-2.627, -0.754, 1.912], [-4.101, -0.951, 1.663], [-2.229, -3.289, 2.086], [-4.005, -3.603, 1.790], [-2.849, -2.085, 3.956], [-4.534, -2.410, 3.690], [-3.657, -3.779, 4.089]], "mulliken_charge": [-1.48, -0.20, -1.08, -1.39, 0.54, 0.72, -1.60, 0.17, -0.63, -0.07, 0.52, -0.22, -0.85, -0.18, -0.56, 0.11, 0.05, -0.48, 0.14, 0.28, -0.54, 0.44, 0.21, -1.15, 0.17, 0.74, -1.00, 0.51, 0.67, 0.19, 0.74, 1.08, -0.63, -0.81, 0.09, -0.25, 0.76, -0.81, 0.23, -0.35, -0.63, 0.39, -0.83, 0.67, 0.23, 0.29, 0.34, 0.15, 0.03, 0.34, 0.31, 1.59, 0.09, 1.34, 0.17, 0.34, 0.43, 0.36, 0.32], "energy_ev": -44718.8873, "homo_lumo_gap_ha": 0.3173, "total_charge": 0, "fmax_ha_per_bohr": 0.339, "homo_ev": -8.2, "spin_multiplicity": 1}

=====

[4]
{"formula": "C11H19O8S3", "method": "ωB97M-V/def2-TZVPD", "elements": ["C", "C", "C", "O", "C", "O", "C", "S", "C", "C", "C", "C", "O", "S", "O", "O", "O", "C", "O", "C", "S", "H", "H", "H", "H", "H", "H", "H", "H", "H", "H", "H", "H", "H", "H", "H", "H", "H", "H", "O", "H"], "positions_angstrom": [[-2.700, -3.833, -0.269], [-2.442, -2.531, 0.507], [-2.441, -1.348, -0.478], [-3.097, -0.194, 0.070], [-2.570, 1.034, 0.290], [-2.986, 1.691, 1.172], [-1.557, 1.557, -0.724], [0.063, 1.496, 0.072], [1.002, 2.582, -1.011], [2.443, 2.601, -0.455], [3.467, 1.775, -1.241], [3.011, 0.385, -1.662], [2.430, 0.437, -2.993], [0.846, 0.742, -2.949], [0.477, 0.871, -4.343], [0.932, 2.296, -2.425], [-1.163, -2.745, 1.130], [-0.951, -2.514, 2.490], [-1.007, -3.435, 3.233], [-0.546, -1.112, 2.798], [0.419, -1.000, 4.317], [-3.763, -4.093, -0.288], [-2.327, -3.752, -1.298], [-2.139, -4.639, 0.207], [-3.216, -2.364, 1.265], [-1.413, -1.166, -0.811], [-3.056, -1.624, -1.342], [-1.806, 2.606, -0.902], [-1.564, 0.985, -1.656], [0.566, 3.581, -0.914], [2.411, 2.283, 0.597], [2.789, 3.641, -0.446], [3.774, 2.309, -2.148], [4.366, 1.679, -0.621], [3.845, -0.319, -1.716], [2.272, -0.025, -0.962], [0.092, -0.798, 1.981], [-1.432, -0.459, 2.815], [1.106, 0.159, 3.921], [1.831, 1.456, 3.217], [2.540, 1.769, 2.648]], "mulliken_charge": [-1.43, 0.53, -0.59, -0.34, 0.30, -0.52, -0.69, 0.22, -0.26, -0.37, -0.47, -0.50, -0.41, 0.94, -0.70, -0.41, -0.34, 0.21, -0.53, 0.26, -0.36, 0.31, 0.38, 0.39, 0.36, 0.32, 0.27, 0.51, 0.44, 0.59, -0.15, 0.29, 0.31, 0.44, 0.33, 0.27, -0.26, 0.24, 0.31, -0.99, 0.10], "energy_ev": -60599.8410, "homo_lumo_gap_ha": 0.2369, "total_charge": -1, "fmax_ha_per_bohr": 0.037, "homo_ev": -3.9, "spin_multiplicity": 1}

=====

[5]
{"formula": "C2H2O2Zn", "method": "ωB97M-V/def2-TZVPD", "elements": ["H", "O", "C", "C", "O", "H", "Zn"], "positions_angstrom": [[-1.816, -0.235, -0.910], [0.588, -1.319, 0.415], [-0.730, -1.007, 0.272], [-1.106, 0.278, -0.091], [-0.149, 1.158, -0.425], [-1.458, -1.618, 0.826], [1.370, 0.318, 0.207]], "mulliken_charge": [0.19, -0.60, 0.16, -0.18, -0.45, 0.37, 0.50], "energy_ev": -54615.0494, "homo_lumo_gap_ha": 0.1889, "total_charge": 0, "fmax_ha_per_bohr": 0.069, "homo_ev": -7.4, "spin_multiplicity": 1}